[1]
This record from the Open Molecules 2025 dataset describes a structure of composition C28H26AsCoN4O2Se. The level of theory is ωB97M-V/def2-TZVPD.

As for the frontier orbital gap (alpha / beta): 7.164 / 6.197 eV. Its expectation value of S² is 4.052. The energy above the lowest of the compared OMol25 structures with the same formula, charge and spin is 0.0 kJ/mol. The total energy comes out at -203315.082 eV. As for the net charge: +1. As for the multiplicity: 4.

Geometry as XYZ:
```
63
Properties=species:S:1:pos:R:3:nbo_charge:R:1
Co 0.705 0.090 -1.170 1.202
C -0.514 -4.013 -1.165 -0.725
C 0.213 -2.710 -1.089 0.493
N -0.321 -1.597 -1.436 -0.296
O -1.598 -1.572 -1.959 -0.521
C 2.492 -2.016 -1.678 0.079
C 3.905 -2.233 -1.154 -0.271
N 2.265 -0.567 -1.965 -0.215
O 2.516 0.201 -0.898 -0.508
H -1.473 -3.975 -0.648 0.252
H 0.087 -4.811 -0.741 0.272
H -0.682 -4.246 -2.223 0.252
H -1.775 -2.442 -2.343 0.476
H 5.001 -3.985 -0.891 0.400
H 4.062 -1.612 -0.266 0.212
H 4.596 -1.923 -1.934 0.243
Se 2.296 -2.809 -3.461 0.209
N 1.552 -2.624 -0.727 -0.503
C 2.018 -3.485 0.323 0.066
C 1.216 -3.774 1.415 -0.218
C 1.634 -4.704 2.357 -0.224
C 2.872 -5.315 2.209 -0.182
C 3.697 -4.983 1.145 -0.256
C 3.278 -4.062 0.196 0.216
N 4.050 -3.651 -0.894 -0.612
H 0.259 -3.276 1.529 0.218
H 1.004 -4.936 3.203 0.228
H 3.210 -6.040 2.938 0.229
H 4.677 -5.436 1.044 0.224
C -2.527 4.196 -3.644 -0.184
C -3.043 4.356 -2.362 -0.193
C -2.527 3.619 -1.308 -0.236
C -1.489 2.719 -1.533 -0.251
C -0.978 2.560 -2.815 -0.243
C -1.495 3.298 -3.872 -0.188
As -0.721 1.715 -0.075 0.838
C -2.223 1.126 0.961 -0.265
C -3.392 0.740 0.313 -0.244
C -4.460 0.261 1.058 -0.190
C -4.356 0.158 2.440 -0.191
C -3.183 0.531 3.080 -0.203
C -2.110 1.013 2.342 -0.233
C 0.181 2.998 1.027 -0.373
C -0.540 3.921 1.780 -0.204
C 0.137 4.880 2.516 -0.199
C 1.526 4.919 2.501 -0.179
C 2.242 3.999 1.751 -0.217
C 1.572 3.033 1.010 -0.149
H -2.932 4.773 -4.464 0.229
H -3.848 5.057 -2.185 0.228
H -2.942 3.743 -0.315 0.222
H -0.162 1.875 -3.026 0.197
H -1.092 3.172 -4.868 0.227
H -3.482 0.820 -0.763 0.228
H -5.376 -0.030 0.560 0.225
H -5.193 -0.210 3.019 0.227
H -3.100 0.450 4.156 0.227
H -1.199 1.306 2.849 0.227
H -1.622 3.892 1.805 0.220
H -0.420 5.598 3.103 0.227
H 2.050 5.670 3.078 0.228
H 3.324 4.029 1.741 0.227
H 2.140 2.318 0.428 0.219
```


[2]
This record from the Open Molecules 2025 dataset describes a structure of composition C28H26BF6KN10O2Sb2Se4 at a distorted geometry. The level of theory is ωB97M-V/def2-TZVPD.

As for the frontier orbital gap (alpha / beta): 6.824 / 4.483 eV. The energy above the lowest of the compared OMol25 structures with the same formula, charge and spin is 243.1 kJ/mol. The total energy comes out at -356227.755 eV. As for the net charge: -2.

Geometry as XYZ:
```
80
Properties=species:S:1:pos:R:3:mulliken_charge:R:1
K 0.092 0.460 0.982 0.970
O 1.528 -0.376 -0.917 0.236
C 2.847 -0.649 -0.759 -0.071
C 3.817 0.209 -1.510 0.855
C 5.234 -0.159 -1.193 -1.163
C 5.560 -1.187 -0.368 -0.656
C 4.571 -1.976 0.255 -1.269
C 3.190 -1.680 0.064 1.361
C 2.201 -2.501 0.800 -0.836
N 0.967 -2.234 0.898 0.646
C 0.150 -3.131 1.702 -0.894
C -0.315 -2.446 2.994 -0.579
N -1.411 -1.509 2.725 0.337
C -2.570 -1.861 3.077 -0.378
C -3.804 -1.093 2.798 0.659
C -5.018 -1.743 3.002 -0.891
C -6.227 -1.159 2.659 -0.738
C -6.223 0.109 2.091 -0.527
C -5.032 0.789 1.903 0.026
C -3.832 0.202 2.274 0.265
O -2.708 0.951 2.044 -0.321
H 3.602 0.058 -2.581 0.139
H 6.009 0.446 -1.653 0.384
H 6.605 -1.397 -0.164 0.367
H 4.847 -2.762 0.946 0.338
H 2.619 -3.388 1.295 0.089
H 0.682 -4.058 1.961 0.331
H -0.736 -3.400 1.121 0.259
H 0.526 -1.896 3.420 -0.006
H -0.614 -3.216 3.718 0.507
H -2.728 -2.817 3.598 0.149
H -4.997 -2.742 3.427 0.324
H -7.158 -1.684 2.832 0.373
H -7.156 0.590 1.822 0.381
H -5.002 1.799 1.513 0.374
C -3.165 2.298 -2.149 -1.147
C -2.322 2.725 -1.101 -0.372
N -1.109 2.206 -1.222 -0.650
N -1.131 1.458 -2.354 0.755
C -2.359 1.486 -2.914 -0.324
B 0.112 0.593 -2.739 0.862
N 1.209 0.759 -1.727 0.026
C 1.946 1.919 -1.413 -1.175
C 3.485 1.698 -1.294 0.245
C 3.199 2.186 0.108 -0.576
N 1.930 2.357 0.038 -0.525
N -0.341 -0.882 -2.799 0.618
C 0.016 -1.852 -3.664 -0.294
C -0.563 -3.028 -3.238 -1.039
C -1.261 -2.657 -2.070 -0.503
N -1.129 -1.366 -1.810 -0.792
N 0.617 1.047 -4.172 0.317
C -0.036 1.765 -5.112 -0.369
C 0.773 1.861 -6.224 -0.830
C 1.924 1.137 -5.860 -0.387
N 1.828 0.651 -4.630 -1.031
H -4.210 2.517 -2.297 0.428
H -2.560 3.338 -0.240 0.344
H -2.585 0.885 -3.782 0.661
H 1.609 2.705 -2.086 0.922
H 4.137 2.317 -1.915 0.446
H 3.813 2.357 0.993 0.409
H 0.666 -1.633 -4.496 0.498
H -0.485 -4.001 -3.694 0.401
H -1.857 -3.272 -1.409 0.465
H -1.006 2.187 -4.915 0.461
H 0.567 2.385 -7.144 0.386
H 2.824 0.957 -6.432 0.421
F 1.956 0.309 2.155 -0.166
Sb 3.048 0.272 3.735 2.246
F 3.043 2.158 3.749 -0.588
F 1.471 0.232 4.767 -0.558
F 4.129 0.218 5.276 -0.556
F 3.016 -1.620 3.658 -0.613
F 4.577 0.299 2.637 -0.589
Se -5.005 2.426 5.454 -0.648
Sb -3.196 3.337 4.160 0.624
Se -3.729 4.711 2.258 -0.646
Se -1.718 4.629 5.656 -0.314
Se -1.644 1.375 3.477 0.118
```


[3]
This record from the Open Molecules 2025 dataset describes a structure of composition C28H26BaN2O5S4 at a distorted geometry. The level of theory is ωB97M-V/def2-TZVPD.

As for the frontier orbital gap: 4.381 eV. The energy above the lowest of the compared OMol25 structures with the same formula, charge and spin is 77.4 kJ/mol. The total energy comes out at -86712.379 eV. As for the net charge: -2.

Geometry as XYZ:
```
66
Properties=species:S:1:pos:R:3:nbo_charge:R:1
Ba 1.330 -2.155 -0.335 1.791
S 1.105 -4.157 -5.303 -0.336
C 1.251 -3.669 -3.680 -0.462
S 2.741 -3.768 -2.791 -0.440
S -0.198 -2.996 -2.868 -0.568
C -1.226 -3.905 2.068 -0.635
C 0.163 -4.169 2.584 0.086
C 0.548 -4.837 3.730 -0.372
C 1.985 -4.794 3.739 -0.382
C 2.346 -4.103 2.597 0.086
C 3.729 -3.749 2.114 -0.638
N 1.245 -3.714 1.882 -0.669
H -1.972 -4.315 2.756 0.194
H -1.402 -4.365 1.087 0.205
H -1.439 -2.833 1.958 0.203
H -0.110 -5.298 4.458 0.179
H 2.659 -5.215 4.476 0.180
H 4.485 -4.084 2.831 0.195
H 3.867 -2.667 1.985 0.201
H 3.971 -4.217 1.152 0.205
O 1.484 -0.299 -1.816 -1.071
S 0.507 -0.064 -2.977 1.321
C 0.764 1.732 -3.281 -0.640
C 0.550 2.657 -2.117 -0.052
C -0.474 3.600 -2.140 -0.172
C -0.707 4.433 -1.051 -0.240
C 0.088 4.330 0.084 -0.229
C 1.118 3.394 0.115 -0.201
C 1.351 2.565 -0.974 -0.206
C -1.131 0.074 -2.238 -0.670
C -2.157 0.415 -3.294 0.060
C -2.209 -0.296 -4.496 -0.240
C -3.162 0.034 -5.451 -0.208
C -4.075 1.058 -5.219 -0.236
C -4.038 1.753 -4.015 -0.215
C -3.080 1.431 -3.061 -0.250
H 0.153 1.999 -4.146 0.228
H 1.813 1.713 -3.587 0.240
H -1.103 3.671 -3.022 0.202
H -1.514 5.155 -1.089 0.202
H -0.095 4.965 0.943 0.205
H 1.735 3.299 1.000 0.215
H 2.133 1.814 -0.934 0.253
H -1.071 0.803 -1.429 0.247
H -1.332 -0.910 -1.813 0.279
H -1.529 -1.132 -4.655 0.273
H -3.194 -0.529 -6.377 0.212
H -4.819 1.306 -5.968 0.199
H -4.753 2.544 -3.815 0.199
H -3.041 1.974 -2.122 0.214
O -0.016 -0.518 0.847 -0.788
C 1.042 -0.124 1.412 0.753
O 2.217 -0.454 1.098 -0.788
C 0.893 0.849 2.570 -0.134
C 2.026 1.412 3.132 -0.150
C 1.927 2.340 4.164 -0.229
C 0.679 2.702 4.648 -0.203
C -0.427 2.116 4.071 -0.012
C -0.363 1.199 3.049 -0.107
N -1.794 2.523 4.596 0.542
O -2.764 2.079 4.023 -0.371
O -1.819 3.331 5.506 -0.409
H 2.986 1.100 2.738 0.246
H 2.816 2.782 4.594 0.209
H 0.557 3.416 5.449 0.236
H -1.251 0.766 2.608 0.264
```


- Number 1 is which compound?
  C28H26AsCoN4O2Se


- Among the records above, which one has the highest net charge?
  C28H26AsCoN4O2Se


- Look up the energy above the lowest of the compared OMol25 structures with the same formula, charge and spin of the third one.
  77.4 kJ/mol